This record from OMol25 describes a gas-phase ion, C2H2BO3 (charge -1) at a distorted geometry. The level of theory is ωB97M-V/def2-TZVPD.

The geometry in XYZ format:
```
8
Properties=species:S:1:pos:R:3:forces:R:3:nbo_charge:R:1
B -0.52359 -0.04838 -0.07414 0.1 2.7 -1.8 0.60
C 0.68710 -2.28132 -1.05295 1.0 -1.1 0.6 0.33
C 0.18837 -1.42681 -1.92025 0.3 0.3 -2.6 0.37
O 0.48091 -1.61301 -3.17055 -0.9 1.2 1.4 -0.76
O 0.77466 -3.40367 -0.67361 0.0 -1.4 1.1 -0.59
O -0.25965 -0.18519 -1.39004 -0.5 0.6 0.2 -0.68
H -0.75722 1.11590 0.27064 -0.2 -0.7 -0.2 -0.14
H -0.42553 -0.83863 0.71732 0.1 -1.7 1.2 -0.13
```
Positions in Å, forces in eV/Å.

For the max |F|, the calculation gives 3.2 eV/Å. Its net charge is -1. Its SMILES is BOC([O-])=C=O. As for the relative energy (zero: lowest compared OMol25 entry of this formula, charge and spin): 48.0 kcal/mol. Its orbital gap (spin up / spin down) is 5.30 / 5.30 eV.


This record from OMol25 describes a molecular structure, C2H2BO5 at a distorted geometry. The level of theory is ωB97M-V/def2-TZVPD.

The geometry in XYZ format:
```
10
Properties=species:S:1:pos:R:3:forces:R:3:nbo_charge:R:1
B 0.42566 -0.29792 0.25889 -4.6 -2.6 -1.5 0.44
C 1.74546 0.05748 0.61332 6.3 4.2 2.2 0.51
C -0.15996 1.60041 -0.05502 1.0 0.4 -0.9 0.79
O -0.68661 2.20424 0.85836 0.2 -0.7 -0.1 -0.66
O 2.75162 0.67870 0.84607 -3.5 -2.5 -0.9 -0.49
O 0.08758 1.81410 -1.25711 -0.6 -0.3 1.0 -0.73
O -0.53818 -0.96546 1.18939 2.0 1.0 -0.3 -0.90
O 0.40878 -0.89126 -1.12969 -0.6 1.1 1.2 -0.91
H -1.25360 -1.11688 0.59206 -0.9 -0.3 -0.4 0.47
H -0.07462 -0.18372 -1.60276 0.7 -0.3 -0.2 0.49
```
Positions in Å, forces in eV/Å.

For the max |F|, the calculation gives 7.8 eV/Å. Its net charge is -1. As for the relative energy (zero: lowest compared OMol25 entry of this formula, charge and spin): 57.9 kcal/mol. Its orbital gap is 7.15 eV.


This record from OMol25 describes a molecular structure, C2H2Br3NO3 at a distorted geometry. The level of theory is ωB97M-V/def2-TZVPD.

The geometry in XYZ format:
```
11
Properties=species:S:1:pos:R:3:forces:R:3:nbo_charge:R:1
C 0.82206 -0.81651 0.12223 -0.2 1.2 -0.2 -0.01
C -0.46443 0.04127 0.39361 -0.8 0.0 0.2 -0.21
N -0.51103 1.73598 -0.10940 0.6 -3.6 0.9 0.57
O -0.98155 1.89020 -1.17775 -0.1 1.0 -1.0 -0.32
O -0.11035 2.47041 0.72096 0.4 1.3 0.2 -0.32
O 1.25485 -0.64752 -1.16113 0.2 0.0 -0.5 -0.68
Br -0.77809 0.10415 2.28672 0.0 -0.1 -0.2 0.13
Br -1.94318 -0.71039 -0.59384 0.0 0.0 0.2 0.11
Br 0.51169 -2.71644 0.55305 0.1 0.3 0.1 0.00
H 1.63078 -0.47066 0.77481 -0.3 -0.2 0.0 0.23
H 0.56925 -0.88050 -1.80926 0.0 0.0 0.3 0.49
```
Positions in Å, forces in eV/Å.

For the max |F|, the calculation gives 3.7 eV/Å. As for the relative energy (zero: lowest compared OMol25 entry of this formula, charge and spin): 0.0 kcal/mol. Its orbital gap is 10.23 eV.


This record from OMol25 describes C2H2Br3P in the gas phase at a distorted geometry. The level of theory is ωB97M-V/def2-TZVPD.

The geometry in XYZ format:
```
8
Properties=species:S:1:pos:R:3:forces:R:3:nbo_charge:R:1
C 1.38736 -0.68589 -0.44243 -3.5 -1.7 -2.1 -0.30
C -0.29929 -0.23918 -0.49661 3.1 0.5 1.1 -0.55
P -0.40984 1.26594 0.51291 -0.7 -0.7 -0.5 0.71
Br -1.64864 -1.00679 -1.51018 1.0 0.0 0.3 0.21
Br -0.31674 0.50042 2.66846 0.1 -0.1 -0.3 -0.23
Br -2.60360 1.72071 0.37872 0.4 0.1 0.0 -0.20
H 1.78693 -1.47214 -1.12971 -0.8 0.8 0.6 0.19
H 2.10381 -0.08305 0.01885 0.5 1.2 0.9 0.18
```
Positions in Å, forces in eV/Å.

For the max |F|, the calculation gives 4.4 eV/Å. As for the relative energy (zero: lowest compared OMol25 entry of this formula, charge and spin): 0.0 kcal/mol. As for the expectation value of S²: 2.01. Its orbital gap (spin up / spin down) is 7.86 / 7.37 eV. As for the spin multiplicity: 3.


This record from OMol25 describes 2 unconnected molecules or ions with the total composition C2H2BrCl3O2 at a distorted geometry. The level of theory is ωB97M-V/def2-TZVPD.

The geometry in XYZ format:
```
10
Properties=species:S:1:pos:R:3:forces:R:3:nbo_charge:R:1
C 0.65436 0.28962 0.50657 -3.4 -3.2 -0.4 0.59
C -0.73665 -0.27428 -0.93334 1.1 1.0 0.9 -0.26
O 0.11093 -0.35496 1.63006 1.1 1.1 -1.7 -0.69
O 0.82147 1.55538 0.60210 0.9 2.2 -0.5 -0.70
Cl -0.80420 -2.04453 -0.90119 -0.1 0.1 0.2 -0.01
Cl -2.36113 0.36882 -0.52591 0.9 0.0 -0.2 0.00
Cl -0.18836 0.23659 -2.56365 -0.4 0.0 0.9 0.01
Br 2.13519 -0.71954 -0.27606 0.4 0.7 0.5 0.03
H 0.00097 -1.24379 1.25969 -0.3 -0.4 0.6 0.50
H 0.36741 2.18670 1.20173 -0.2 -1.5 -0.2 0.54
```
Positions in Å, forces in eV/Å.

For the max |F|, the calculation gives 4.7 eV/Å. Its orbital gap is 9.60 eV.


This record from OMol25 describes a molecular structure, C2H2BrClO2 at a distorted geometry. The level of theory is ωB97M-V/def2-TZVPD.

The geometry in XYZ format:
```
8
Properties=species:S:1:pos:R:3:forces:R:3:nbo_charge:R:1
C -1.16725 1.69056 0.71451 -0.6 1.2 0.8 1.00
C 0.38668 0.10761 0.19214 1.4 1.5 0.7 -0.43
O -1.50161 1.74646 1.81552 0.0 -0.9 1.2 -0.48
O -1.04641 2.04303 -0.39086 0.5 -0.5 -1.9 -0.52
Cl -2.07099 3.92448 -1.06562 -0.4 0.7 -0.2 -0.10
Br 1.87150 0.64273 1.15556 -0.2 -0.1 -0.2 0.15
H 0.28578 0.32313 -0.80979 0.5 1.1 -1.9 0.20
H 0.02897 -0.81992 0.34242 -1.2 -3.1 1.5 0.18
```
Positions in Å, forces in eV/Å.

For the max |F|, the calculation gives 3.6 eV/Å. As for the relative energy (zero: lowest compared OMol25 entry of this formula, charge and spin): 52.6 kcal/mol. Its orbital gap (spin up / spin down) is 6.89 / 9.19 eV.


This record from OMol25 describes C2H2BrF3 in the gas phase at a distorted geometry. The level of theory is ωB97M-V/def2-TZVPD.

The geometry in XYZ format:
```
8
Properties=species:S:1:pos:R:3:forces:R:3:nbo_charge:R:1
C 0.54712 -0.71760 0.00976 0.9 4.8 -1.1 0.55
C -0.33687 0.75802 0.14518 -0.4 -5.0 -3.2 0.12
F 0.77344 -1.28713 1.19845 -0.2 -0.1 -0.3 -0.32
F -0.07889 -1.53766 -0.83357 0.2 -0.2 0.4 -0.32
F 0.02965 1.48018 -0.92680 0.6 0.6 0.0 -0.33
Br -2.21033 0.32420 -0.13283 -0.1 0.1 0.4 -0.01
H 1.52722 -0.25243 -0.49579 -1.7 -1.7 1.1 0.13
H -0.25133 1.23242 1.03559 0.6 1.6 2.6 0.18
```
Positions in Å, forces in eV/Å.

For the max |F|, the calculation gives 6.0 eV/Å. Its SMILES is FC(F)[C@@H](F)Br. As for the relative energy (zero: lowest compared OMol25 entry of this formula, charge and spin): 25.9 kcal/mol. Its orbital gap is 11.42 eV.


This record from OMol25 describes 2 unconnected molecules or ions with the total composition C2H2BrFO at a distorted geometry. The level of theory is ωB97M-V/def2-TZVPD.

The geometry in XYZ format:
```
7
Properties=species:S:1:pos:R:3:forces:R:3:nbo_charge:R:1
C -1.96322 0.06357 1.03385 -0.8 -2.1 1.3 -0.58
C -1.04297 0.98382 1.06734 -1.1 1.3 -3.4 0.72
O -1.48295 2.35040 -0.51166 0.9 -3.8 2.4 -0.73
F 0.07585 1.27784 1.60997 -0.7 0.0 -0.3 -0.24
Br -1.35752 3.80499 0.43098 0.0 2.1 0.7 0.29
H -1.94206 -0.83367 1.78900 0.3 1.9 -1.3 0.26
H -2.86053 0.01979 0.36644 1.3 0.6 0.5 0.28
```
Positions in Å, forces in eV/Å.

For the max |F|, the calculation gives 4.6 eV/Å. As for the relative energy (zero: lowest compared OMol25 entry of this formula, charge and spin): 106.6 kcal/mol. Its orbital gap is 8.12 eV.


no.,E_tot (eV)
1,-8924.3450
2,-13022.5687
3,-219862.4120
4,-221519.1572
5,-113809.2610
6,-88762.3978
7,-80300.3284
8,-76908.0905